Molecular formula: C90H205N7O16
Method: DFT, ωB97M-V with the def2-TZVPD basis set

```
318
Properties=species:S:1:pos:R:3
C -1.42 0.98 5.60
C -2.34 0.27 6.61
C -3.19 1.42 7.32
C -4.28 2.02 6.54
C -5.22 0.91 5.98
C -4.58 -0.37 5.38
N -3.34 -0.72 6.09
O -2.74 -1.91 5.63
C -5.62 -1.50 5.53
C -4.30 -0.15 3.88
C -1.43 -0.43 7.74
H -0.55 1.48 6.04
H -1.93 1.67 4.93
H -1.01 0.24 4.92
H -3.64 1.12 8.27
H -2.46 2.20 7.58
H -3.79 2.48 5.68
H -4.78 2.77 7.15
H -5.75 1.37 5.15
H -5.98 0.62 6.71
H -6.61 -1.27 5.15
H -5.36 -2.39 4.96
H -5.79 -1.68 6.59
H -4.19 -1.10 3.34
H -5.20 0.37 3.54
H -3.43 0.46 3.62
H -2.05 -1.05 8.38
H -0.80 0.33 8.21
H -0.74 -1.12 7.26
H -2.48 -1.66 4.74
C -3.33 -4.34 -2.93
C -4.56 -3.94 -3.84
C -5.36 -5.22 -3.90
C -6.80 -5.15 -4.36
C -7.50 -4.06 -3.61
C -6.72 -2.67 -3.55
N -5.34 -2.96 -3.16
O -4.66 -1.76 -3.00
C -6.90 -1.97 -5.00
C -7.48 -1.73 -2.54
C -4.07 -3.59 -5.22
H -3.49 -4.87 -1.99
H -2.89 -3.40 -2.60
H -2.54 -4.91 -3.42
H -4.81 -5.96 -4.48
H -5.37 -5.69 -2.92
H -7.40 -6.06 -4.20
H -6.80 -4.88 -5.42
H -7.50 -4.47 -2.59
H -8.46 -4.05 -4.12
H -6.64 -2.62 -5.84
H -7.95 -1.70 -4.95
H -6.28 -1.09 -5.15
H -8.48 -1.44 -2.86
H -7.51 -2.18 -1.55
H -6.97 -0.79 -2.33
H -4.80 -3.22 -5.93
H -3.55 -4.41 -5.72
H -3.30 -2.83 -5.12
H -4.62 -1.59 -3.95
C 2.53 3.18 -3.59
C 3.79 2.95 -4.58
C 5.07 3.63 -3.96
C 5.51 2.92 -2.63
C 5.90 1.50 -2.97
C 4.79 0.76 -3.72
N 4.14 1.53 -4.79
O 3.12 0.84 -5.46
C 5.48 -0.48 -4.43
C 3.78 0.30 -2.65
C 3.55 3.62 -5.93
H 1.91 4.00 -3.96
H 2.78 3.44 -2.57
H 1.81 2.36 -3.57
H 5.91 3.59 -4.66
H 4.84 4.69 -3.84
H 4.74 2.84 -1.86
H 6.42 3.41 -2.28
H 6.28 0.96 -2.10
H 6.86 1.41 -3.50
H 5.89 -1.20 -3.72
H 4.85 -1.11 -5.05
H 6.27 -0.11 -5.10
H 2.94 -0.31 -2.98
H 4.22 -0.20 -1.78
H 3.30 1.11 -2.11
H 3.47 4.71 -5.89
H 2.54 3.43 -6.29
H 4.22 3.26 -6.70
H 3.43 0.52 -6.31
C 2.97 0.25 5.21
C 3.72 -1.10 5.40
C 3.76 -1.58 6.91
C 2.41 -2.10 7.38
C 2.04 -3.25 6.47
C 2.05 -3.01 4.97
N 3.21 -2.17 4.55
O 3.30 -2.04 3.22
C 2.03 -4.37 4.29
C 0.76 -2.27 4.67
C 5.24 -1.01 5.00
H 3.66 1.07 5.42
H 2.13 0.46 5.88
H 2.60 0.43 4.20
H 4.58 -2.26 7.14
H 3.86 -0.69 7.53
H 1.62 -1.35 7.31
H 2.45 -2.42 8.42
H 1.04 -3.55 6.79
H 2.69 -4.07 6.79
H 1.07 -4.88 4.38
H 2.14 -4.29 3.21
H 2.86 -4.98 4.63
H 0.56 -1.34 5.20
H 0.56 -2.02 3.62
H 0.00 -2.95 5.05
H 5.76 -1.97 4.97
H 5.74 -0.52 5.83
H 5.44 -0.54 4.04
H 4.12 -2.52 3.05
C -3.29 1.95 -8.22
C -3.02 0.49 -7.73
C -2.06 -0.17 -8.75
C -0.56 0.26 -8.70
C -0.03 -0.01 -7.30
C -0.85 0.66 -6.19
N -2.36 0.42 -6.43
O -3.09 0.95 -5.42
C -0.49 0.02 -4.78
C -0.51 2.21 -6.23
C -4.35 -0.35 -7.75
H -2.29 2.38 -8.24
H -3.91 2.54 -7.55
H -3.61 2.01 -9.26
H -1.98 -1.25 -8.63
H -2.41 0.06 -9.76
H -0.48 1.29 -9.06
H -0.03 -0.36 -9.42
H 1.00 0.34 -7.25
H -0.03 -1.10 -7.32
H 0.58 0.02 -4.61
H -1.08 0.40 -3.95
H -0.74 -1.04 -4.84
H 0.44 2.36 -5.72
H -0.53 2.80 -7.15
H -1.24 2.71 -5.59
H -4.27 -1.39 -7.43
H -4.80 -0.38 -8.74
H -5.02 0.00 -6.96
H -3.01 1.89 -5.62
C -1.92 -0.54 -1.10
C -0.87 -0.36 0.05
C 0.46 -0.86 -0.52
C 1.61 -0.45 0.50
C 1.74 1.01 0.73
C 0.36 1.67 1.12
N -0.78 1.11 0.34
O -1.99 1.67 0.48
C 0.17 1.52 2.66
C 0.49 3.15 0.87
C -1.29 -1.22 1.28
H -1.75 0.19 -1.89
H -2.97 -0.39 -0.88
H -1.97 -1.58 -1.43
H 0.34 -1.95 -0.48
H 0.68 -0.46 -1.51
H 2.57 -0.85 0.17
H 1.40 -1.05 1.38
H 2.19 1.58 -0.09
H 2.44 1.16 1.54
H -0.90 1.72 2.78
H 0.34 0.53 3.10
H 0.70 2.37 3.09
H -0.26 3.78 1.35
H 1.47 3.56 1.13
H 0.42 3.28 -0.21
H -2.21 -0.91 1.77
H -0.59 -1.16 2.12
H -1.49 -2.27 1.05
H -2.10 2.03 -0.40
C 6.36 -5.95 2.07
C 6.40 -5.54 0.54
C 4.89 -5.60 0.03
C 4.01 -4.39 0.48
C 4.68 -3.16 -0.16
C 6.16 -2.96 0.30
N 6.97 -4.23 0.20
O 8.30 -4.05 0.58
C 6.73 -1.90 -0.63
C 6.17 -2.39 1.68
C 7.14 -6.65 -0.25
H 5.79 -6.85 2.29
H 5.76 -5.21 2.60
H 7.28 -6.03 2.65
H 4.96 -5.57 -1.06
H 4.41 -6.51 0.38
H 3.85 -4.27 1.55
H 2.98 -4.56 0.17
H 4.11 -2.25 0.02
H 4.66 -3.25 -1.24
H 6.14 -0.99 -0.73
H 7.77 -1.65 -0.40
H 6.79 -2.29 -1.65
H 5.57 -1.50 1.88
H 5.87 -3.10 2.45
H 7.15 -2.12 2.08
H 7.29 -6.49 -1.32
H 6.66 -7.63 -0.21
H 8.08 -6.86 0.25
H 8.89 -4.41 -0.08
C -5.12 -1.44 0.56
C -4.76 -2.96 0.47
C -4.50 -3.64 1.77
O -5.70 -3.68 -0.22
H -4.32 -0.81 0.96
H -5.92 -1.32 1.29
H -5.35 -1.00 -0.41
H -3.90 -2.99 -0.21
H -5.36 -3.65 2.45
H -3.66 -3.16 2.27
H -4.29 -4.70 1.61
H -5.53 -3.52 -1.15
C 5.50 1.77 2.04
C 5.17 3.27 1.91
C 5.23 3.92 3.29
O 6.27 3.85 1.21
H 5.43 1.26 1.08
H 4.80 1.31 2.73
H 6.50 1.63 2.45
H 4.21 3.55 1.48
H 6.06 3.45 3.82
H 4.26 3.88 3.79
H 5.41 4.99 3.23
H 5.94 4.71 0.92
C 3.02 7.94 1.00
C 3.38 6.47 1.07
C 2.99 5.74 -0.19
O 4.82 6.42 1.13
H 1.94 8.09 1.05
H 3.36 8.37 0.06
H 3.51 8.48 1.81
H 3.01 5.98 1.97
H 3.18 4.67 -0.16
H 3.47 6.14 -1.08
H 1.93 5.96 -0.31
H 5.05 7.32 1.38
C -1.15 5.25 -2.02
C -1.93 5.51 -0.73
C -1.52 6.72 0.05
O -3.28 5.79 -1.07
H -0.08 5.39 -1.87
H -1.47 5.85 -2.87
H -1.33 4.21 -2.29
H -1.92 4.59 -0.15
H -0.48 6.58 0.34
H -2.04 6.83 1.00
H -1.62 7.63 -0.55
H -3.74 6.05 -0.27
C 0.98 4.93 5.17
C 0.78 6.31 4.36
C 2.04 7.03 4.41
O 0.33 6.12 3.03
H 1.05 5.17 6.23
H 1.84 4.33 4.89
H 0.12 4.27 5.03
H 0.07 7.00 4.81
H 1.93 8.01 3.95
H 2.94 6.47 4.14
H 2.19 7.21 5.47
H -0.59 5.83 3.06
C -4.09 5.90 4.60
C -3.18 4.82 3.93
C -3.93 3.75 3.13
O -2.33 5.47 3.06
H -4.77 5.49 5.35
H -4.63 6.39 3.79
H -3.51 6.65 5.15
H -2.60 4.33 4.70
H -4.67 3.22 3.74
H -3.18 3.04 2.77
H -4.47 4.22 2.32
H -2.88 5.73 2.31
C -5.76 2.59 -3.93
C -5.12 3.13 -2.65
C -5.03 2.05 -1.60
O -3.82 3.56 -3.05
H -5.35 1.65 -4.29
H -5.75 3.31 -4.75
H -6.83 2.36 -3.85
H -5.64 4.00 -2.25
H -4.22 2.22 -0.89
H -4.88 1.07 -2.05
H -5.99 2.00 -1.10
H -3.47 4.01 -2.28
C 2.29 -4.78 -3.04
C 0.89 -4.31 -2.52
C 0.17 -3.41 -3.47
O 0.07 -5.44 -2.45
H 2.25 -5.11 -4.08
H 2.70 -5.53 -2.36
H 2.96 -3.92 -3.01
H 1.01 -3.84 -1.54
H 0.97 -2.74 -3.77
H -0.49 -2.69 -2.97
H -0.35 -3.87 -4.31
H -0.01 -5.91 -3.28
C 0.20 -6.54 2.03
C -0.83 -6.69 0.93
C -1.44 -5.39 0.51
O -0.22 -7.24 -0.22
H -0.23 -6.25 2.99
H 0.98 -5.85 1.71
H 0.69 -7.49 2.24
H -1.50 -7.50 1.22
H -1.89 -4.95 1.40
H -2.16 -5.57 -0.29
H -0.68 -4.69 0.16
H -0.20 -6.59 -0.92
```

Results
**Calculated total energy**: -5138.775160 Ha
**Relative energy (zero: lowest compared OMol25 entry of this formula, charge and spin)**: 384.81 kJ/mol
**Strongest force on any atom**: 0.10207 hartree/bohr
**Orbital gap**: 0.29303 Eh